# 1
Here is an isolated molecule of CH4INS from the OMol25 dataset. Energies are from wB97M-V/def2-TZVPD.

Each line ends with the Löwdin charge.
Element x y z (Å)
C  -0.826  -0.340  -0.370  -0.20
N  0.137  0.103  0.668  -0.57
S  1.313  1.362  0.331  0.21
I  3.208  -0.125  -0.103  0.29
H  -1.782  0.076  -0.086  0.06
H  -0.619  -0.062  -1.467  0.10
H  -0.921  -1.367  -0.431  0.03
H  -0.512  0.352  1.457  0.07

Values from the calculation:
Structure (SMILES) ... CNSI
Frontier orbital gap ... 0.295 Ha
LUMO level ... -0.66 eV

=====

# 2
Here is a cluster of 2 separate species, CH4IPS in total from the OMol25 dataset. Energies are from wB97M-V/def2-TZVPD.

Each line ends with the Löwdin charge.
Element x y z (Å)
S  -2.345  -2.114  0.621  0.00
P  -2.919  -0.786  -0.597  -0.18
I  -3.205  1.257  0.721  0.18
C  1.731  0.330  -0.157  -0.05
H  1.529  -0.240  -0.990  -0.03
H  0.856  0.958  -0.211  0.00
H  2.688  0.838  -0.243  0.02
H  1.665  -0.243  0.856  0.06

Values from the calculation:
Structure (SMILES) ... S=PI.C
Frontier orbital gap ... 0.275 Ha
LUMO level ... -1.77 eV

=====

no.,largest force on an atom (eV/A),E_tot (eV)
1,3.06,-21526.91915
2,3.20,-29326.61171